{"formula": "C4H6ClN", "method": "ωB97M-V/def2-TZVPD", "e_lumo_ev": [-1.042, -1.039], "e_homo_ev": [-7.83, -8.27], "total_energy_ev": -18253.6975, "species": ["C", "C", "C", "C", "N", "Cl", "H", "H", "H", "H", "H", "H"], "xyz": [[0.88760, -0.16780, -0.65722], [0.16043, -0.20160, 0.50972], [2.13312, -0.64164, -0.67975], [-2.05600, 0.60250, -0.03672], [-0.99783, 0.37620, 0.57362], [-1.29342, 1.02756, 2.67860], [0.58939, 0.19032, -1.60729], [0.40349, -0.60109, 1.47651], [2.59958, -0.80582, -1.58094], [2.64125, -1.07621, 0.11247], [-2.72765, 1.43402, 0.12813], [-2.33996, -0.13645, -0.91714]], "mulliken_charge": [0.071, 0.002, -0.945, -0.261, -0.204, -0.453, 0.299, 0.352, 0.288, 0.323, 0.288, 0.241]}



{"formula": "C4H6ClN2O", "method": "ωB97M-V/def2-TZVPD", "e_lumo_ev": -5.782, "e_homo_ev": -15.19, "total_energy_ev": -21786.8197, "charge": 1, "species": ["C", "C", "C", "C", "N", "N", "O", "Cl", "H", "H", "H", "H", "H", "H"], "xyz": [[0.14874, -1.56082, 0.67048], [-0.61147, 0.53377, 0.09098], [1.33260, -0.22345, -0.94373], [-1.70241, 1.49676, 0.29715], [-0.53995, -0.52183, 0.92178], [0.96798, -1.44711, -0.39100], [0.23721, 0.67272, -0.82365], [2.65720, 0.68018, 0.39860], [-0.00544, -2.51183, 1.15226], [1.82593, -0.15331, -1.91226], [-1.43231, 2.53750, 0.11884], [-1.95794, 1.32336, 1.26114], [-2.62271, 1.29778, -0.20822], [1.70257, -2.12372, -0.63236]], "mulliken_charge": [0.099, 0.902, -0.296, -1.099, -0.386, -0.079, -0.238, -0.158, 0.439, 0.438, 0.340, 0.410, 0.341, 0.288]}



{"formula": "C4H6ClN2O3P", "method": "ωB97M-V/def2-TZVPD", "e_lumo_ev": 0.496, "e_homo_ev": -10.05, "total_energy_ev": -35181.3099, "species": ["C", "C", "C", "C", "N", "N", "O", "O", "O", "P", "Cl", "H", "H", "H", "H", "H", "H"], "xyz": [[0.48101, 0.46818, -0.24591], [-1.53755, 1.67951, 0.27222], [1.61679, 0.10065, 0.28711], [2.32169, -1.12271, -0.30782], [-0.23613, 1.63354, -0.08957], [-2.12421, 0.38446, 0.45471], [-0.20743, -0.44710, -1.11463], [-2.16459, 2.65528, 0.54724], [-2.43009, -1.76755, -1.01545], [-1.47926, -0.96409, -0.30312], [-0.71790, -1.81127, 1.30720], [1.95151, 0.75058, 1.02880], [3.26056, -0.76739, -0.37774], [1.79567, -1.37109, -1.27054], [2.27768, -2.13028, 0.29040], [0.15420, 2.48294, -0.41955], [-2.96196, 0.22635, 0.95667]], "mulliken_charge": [0.392, 0.364, -0.405, -1.133, -0.091, -0.111, -0.362, -0.573, -0.677, 0.881, -0.215, 0.472, 0.444, 0.290, 0.262, 0.250, 0.213]}



{"formula": "C4H6ClNO2", "method": "ωB97M-V/def2-TZVPD", "e_lumo_ev": 0.570, "e_homo_ev": -9.17, "total_energy_ev": -22348.1956, "species": ["C", "C", "C", "C", "N", "O", "O", "Cl", "H", "H", "H", "H", "H", "H"], "xyz": [[2.25233, 1.29432, 1.98828], [-1.53577, -1.03289, -1.75999], [-0.71845, -0.41731, -0.97495], [-0.87546, -0.52336, 0.40053], [2.56124, 0.70697, 1.02205], [2.53851, 0.15368, -0.04178], [0.04127, 0.63995, -1.40983], [-1.84011, 0.89798, 1.05621], [2.27735, 1.80109, 2.96518], [-1.70664, -0.86280, -2.86169], [-2.24550, -1.70649, -1.29163], [0.15474, -0.36438, 0.80909], [-1.33387, -1.46200, 0.68152], [0.43037, 0.87525, -0.58297]], "mulliken_charge": [-0.114, -0.689, 0.623, -0.560, 0.348, -0.567, -0.477, -0.184, 0.376, 0.258, 0.223, 0.161, 0.376, 0.225]}



In the order shown, the computed ΔE to the lowest compared entry with this formula, charge and spin values come out to 361.20 147.54 0.00 502.81 kJ/mol.